1.
Here is 2 unconnected molecules or ions with the total composition C4H8O2 from OMol25. Energies are from wB97M-V/def2-TZVPD.

Calculated values
- Kohn-Sham gap (eV) = 8.86
- energy above the lowest of the compared OMol25 structures with the same formula, charge and spin (eV) = 3.793
- SMILES = CCOC=C=O.[H][H]

CARTESIAN COORDINATES (ANGSTROEM)
C -2.09 -0.33 -0.55
C -0.59 -0.25 -0.32
O -0.38 0.83 0.58
C 0.86 1.15 1.05
C 2.10 0.74 0.84
O 3.25 0.52 0.80
H -2.46 0.61 -0.98
H -2.62 -0.51 0.38
H -2.32 -1.14 -1.26
H -0.22 -1.19 0.11
H -0.06 -0.07 -1.26
H 0.83 1.97 1.77
H 1.97 -0.84 -1.04
H 1.91 -1.33 -0.49

In elementary charge units, the natural (NBO) charges are: atom 1 (C): -0.622, atom 2 (C): -0.053, atom 3 (O): -0.502, atom 4 (C): -0.185, atom 5 (C): 0.602, atom 6 (O): -0.465, atom 7 (H): 0.216, atom 8 (H): 0.216, atom 9 (H): 0.215, atom 10 (H): 0.168, atom 11 (H): 0.167, atom 12 (H): 0.240, atom 13 (H): 0.000, atom 14 (H): 0.003

---

2.
Here is a molecular structure, C52H54BrN4NaO3 from OMol25. Energies are from wB97M-V/def2-TZVPD.

Calculated values
- Kohn-Sham gap (spin up / spin down) (eV) = 5.63 / 4.26
- total charge = -2
- energy above the lowest of the compared OMol25 structures with the same formula, charge and spin (eV) = 0.095

CARTESIAN COORDINATES (ANGSTROEM)
Na -0.15 -0.57 -0.47
C -1.15 -0.24 5.17
C -2.20 0.45 4.29
C -3.19 1.18 5.21
C -2.89 -0.53 3.35
C -3.89 -1.34 3.89
C -4.66 -2.19 3.12
C -4.43 -2.24 1.75
C -3.43 -1.49 1.16
C -3.14 -1.65 -0.32
C -4.38 -1.73 -1.20
C -2.25 -2.88 -0.55
C -2.60 -0.63 1.95
N -1.65 0.11 1.28
C -0.49 0.43 1.90
C 0.43 1.45 1.56
C 1.64 1.69 2.22
C 2.28 2.77 1.58
C 1.50 3.21 0.54
N 0.34 2.42 0.54
C 1.77 4.43 -0.34
C 0.63 5.45 -0.26
C 2.01 4.11 -1.83
C 3.04 5.11 0.17
H -0.64 0.49 5.81
H -0.39 -0.76 4.59
H -1.63 -0.97 5.82
H -1.71 1.21 3.68
H -3.57 0.52 5.99
H -4.03 1.57 4.65
H -2.69 2.02 5.71
H -4.08 -1.27 4.95
H -5.43 -2.80 3.58
H -5.02 -2.90 1.13
H -2.58 -0.77 -0.64
H -4.97 -2.63 -1.00
H -4.09 -1.76 -2.25
H -5.03 -0.86 -1.05
H -2.82 -3.79 -0.31
H -1.37 -2.88 0.11
H -1.90 -2.93 -1.58
H -0.15 -0.15 2.76
H 2.00 1.12 3.06
H 3.23 3.20 1.88
H -0.31 5.04 -0.62
H 0.87 6.32 -0.89
H 0.50 5.81 0.76
H 1.09 3.89 -2.36
H 2.69 3.28 -1.97
H 2.45 4.99 -2.31
H 2.95 5.40 1.22
H 3.23 6.01 -0.42
H 3.91 4.46 0.07
O 1.84 -1.64 -1.01
C 2.18 -1.53 -2.39
C 0.88 -1.20 -3.24
O 1.04 -0.84 -4.41
O -0.20 -1.33 -2.61
C 2.80 -2.85 -2.85
C 3.84 -3.39 -2.09
C 4.37 -4.63 -2.39
C 3.89 -5.36 -3.47
C 2.88 -4.82 -4.25
C 2.33 -3.58 -3.94
C 3.19 -0.40 -2.50
C 3.57 0.34 -1.38
C 4.51 1.35 -1.48
C 5.10 1.64 -2.70
C 4.73 0.91 -3.83
C 3.79 -0.10 -3.73
H 1.56 -2.56 -0.80
H 4.20 -2.83 -1.24
H 5.13 -5.07 -1.76
H 4.28 -6.35 -3.66
H 2.49 -5.38 -5.09
H 1.53 -3.17 -4.55
H 3.12 0.12 -0.42
H 4.78 1.92 -0.60
H 5.83 2.43 -2.78
H 5.18 1.13 -4.79
H 3.49 -0.67 -4.60
N -4.41 1.57 0.56
C -3.78 2.59 1.29
C -4.40 3.09 2.43
C -3.80 4.06 3.20
C -2.56 4.57 2.84
C -1.96 4.10 1.68
C -2.55 3.14 0.87
C -1.93 2.71 -0.41
C -2.73 2.63 -1.55
C -2.25 2.14 -2.75
C -0.93 1.72 -2.86
C -0.11 1.85 -1.75
C -0.58 2.35 -0.54
H -4.94 0.95 1.17
H -3.73 1.01 0.07
H -5.35 2.66 2.73
H -4.29 4.42 4.10
H -2.06 5.31 3.45
H -0.99 4.48 1.40
H -3.77 2.91 -1.46
H -2.92 2.06 -3.60
H -0.54 1.26 -3.76
H 0.93 1.54 -1.81
Br 4.42 -8.52 -0.91
C 2.51 -6.77 -0.08
C 2.91 -5.82 0.84
C 2.30 -4.57 0.79
N 1.35 -4.25 -0.10
C 0.98 -5.19 -0.97
C 1.54 -6.46 -1.01
H 3.68 -6.02 1.57
H 2.59 -3.79 1.48
H 0.22 -4.89 -1.69
H 1.23 -7.17 -1.77

Atom charges from the Löwdin analysis, given in e for atoms 1 to 99: atom 1 (Na): 0.348, atom 2 (C): -0.068, atom 3 (C): -0.373, atom 4 (C): -0.084, atom 5 (C): -0.126, atom 6 (C): -0.074, atom 7 (C): -0.112, atom 8 (C): -0.065, atom 9 (C): -0.161, atom 10 (C): -0.382, atom 11 (C): -0.069, atom 12 (C): -0.051, atom 13 (C): -0.194, atom 14 (N): 0.027, atom 15 (C): -0.150, atom 16 (C): -0.220, atom 17 (C): -0.050, atom 18 (C): -0.065, atom 19 (C): -0.175, atom 20 (N): 0.058, atom 21 (C): -0.509, atom 22 (C): -0.050, atom 23 (C): -0.038, atom 24 (C): -0.076, atom 25 (H): 0.076, atom 26 (H): 0.063, atom 27 (H): 0.076, atom 28 (H): 0.116, atom 29 (H): 0.063, atom 30 (H): 0.057, atom 31 (H): 0.076, atom 32 (H): 0.097, atom 33 (H): 0.084, atom 34 (H): 0.099, atom 35 (H): 0.104, atom 36 (H): 0.064, atom 37 (H): 0.081, atom 38 (H): 0.070, atom 39 (H): 0.085, atom 40 (H): 0.079, atom 41 (H): 0.070, atom 42 (H): 0.097, atom 43 (H): 0.094, atom 44 (H): 0.092, atom 45 (H): 0.077, atom 46 (H): 0.082, atom 47 (H): 0.081, atom 48 (H): 0.070, atom 49 (H): 0.070, atom 50 (H): 0.081, atom 51 (H): 0.082, atom 52 (H): 0.078, atom 53 (H): 0.077, atom 54 (O): -0.072, atom 55 (C): -0.311, atom 56 (C): -0.628, atom 57 (O): -0.005, atom 58 (O): -0.042, atom 59 (C): -0.142, atom 60 (C): -0.027, atom 61 (C): -0.079, atom 62 (C): -0.100, atom 63 (C): -0.086, atom 64 (C): -0.022, atom 65 (C): -0.126, atom 66 (C): -0.023, atom 67 (C): -0.107, atom 68 (C): -0.119, atom 69 (C): -0.087, atom 70 (C): -0.016, atom 71 (H): 0.060, atom 72 (H): 0.123, atom 73 (H): 0.098, atom 74 (H): 0.086, atom 75 (H): 0.094, atom 76 (H): 0.108, atom 77 (H): 0.110, atom 78 (H): 0.094, atom 79 (H): 0.089, atom 80 (H): 0.093, atom 81 (H): 0.115, atom 82 (N): 0.125, atom 83 (C): -0.261, atom 84 (C): -0.059, atom 85 (C): -0.119, atom 86 (C): -0.096, atom 87 (C): -0.021, atom 88 (C): -0.107, atom 89 (C): -0.114, atom 90 (C): -0.034, atom 91 (C): -0.058, atom 92 (C): -0.046, atom 93 (C): -0.036, atom 94 (C): -0.157, atom 95 (H): 0.090, atom 96 (H): 0.060, atom 97 (H): 0.108, atom 98 (H): 0.096, atom 99 (H): 0.091

---

3.
Here is C3H5N3 in the gas phase from OMol25. Energies are from wB97M-V/def2-TZVPD.

Calculated values
- Kohn-Sham gap (eV) = 10.41
- energy above the lowest of the compared OMol25 structures with the same formula, charge and spin (eV) = 0.955
- SMILES = Cc1c[nH]nn1

CARTESIAN COORDINATES (ANGSTROEM)
C -1.70 -0.28 0.01
C -0.21 -0.22 0.05
N 0.55 -1.31 0.38
N 1.80 -0.99 0.33
N 1.87 0.29 -0.02
C 0.64 0.83 -0.21
H -2.14 0.72 0.01
H -2.05 -0.81 -0.88
H -2.08 -0.82 0.89
H 2.78 0.73 -0.10
H 0.48 1.86 -0.49

In elementary charge units, the natural (NBO) charges are: atom 1 (C): -0.636, atom 2 (C): 0.065, atom 3 (N): -0.246, atom 4 (N): -0.055, atom 5 (N): -0.336, atom 6 (C): -0.109, atom 7 (H): 0.217, atom 8 (H): 0.226, atom 9 (H): 0.233, atom 10 (H): 0.414, atom 11 (H): 0.227

---

4.
Here is 11 unconnected molecules or ions with the total composition C40H80Cl4O18S9 at a distorted geometry from OMol25. Energies are from wB97M-V/def2-TZVPD.

Calculated values
- Kohn-Sham gap (spin up / spin down) (eV) = 9.21 / 2.53
- total charge = +1
- 2S+1 = 2

CARTESIAN COORDINATES (ANGSTROEM)
C -5.46 -3.89 -3.06
C -4.31 -4.27 -3.91
C -3.01 -4.33 -3.03
S -3.27 -3.04 -1.75
O -2.86 -1.75 -2.36
O -2.85 -3.36 -0.42
C -5.09 -3.09 -1.79
H -6.11 -4.74 -2.82
H -6.20 -3.34 -3.63
H -4.32 -3.53 -4.71
H -4.53 -5.25 -4.33
H -1.99 -4.11 -3.35
H -2.94 -5.32 -2.58
H -5.44 -2.05 -1.80
H -5.51 -3.50 -0.88
C -0.79 4.42 5.36
C -1.90 3.40 5.39
C -2.70 3.44 4.05
S -1.41 3.86 2.75
O -1.94 4.78 1.80
O -0.82 2.57 2.35
C -0.35 4.79 3.89
H 0.10 4.36 5.97
H -1.46 5.22 5.67
H -2.65 3.52 6.18
H -1.49 2.44 5.70
H -3.38 4.28 3.89
H -3.24 2.57 3.68
H -0.40 5.81 3.50
H 0.64 4.48 3.55
C 5.13 3.62 -3.84
C 4.65 2.18 -3.70
C 3.13 2.30 -3.78
S 2.71 3.47 -5.20
O 1.90 4.67 -4.80
O 2.40 2.71 -6.42
C 4.51 4.03 -5.21
H 6.19 3.80 -3.69
H 4.70 4.42 -3.24
H 4.97 1.81 -2.73
H 5.14 1.65 -4.52
H 2.69 2.74 -2.89
H 2.54 1.43 -4.09
H 4.70 4.97 -5.72
H 4.97 3.31 -5.89
C 0.65 4.23 -0.65
C 1.95 4.26 0.22
C 2.90 5.08 -0.65
S 1.89 6.44 -1.30
O 2.08 6.42 -2.77
O 2.00 7.68 -0.53
C 0.23 5.64 -1.00
H -0.05 3.67 -0.03
H 0.84 3.64 -1.54
H 2.34 3.28 0.50
H 1.76 4.66 1.22
H 3.32 4.51 -1.48
H 3.77 5.36 -0.05
H -0.35 5.66 -1.92
H -0.03 6.25 -0.14
C -0.97 -6.24 2.71
C -1.53 -5.56 1.49
C -3.02 -5.66 1.62
S -3.43 -5.76 3.48
O -4.13 -7.01 3.77
O -4.07 -4.56 3.93
C -1.68 -5.79 3.96
H 0.10 -6.08 2.79
H -1.04 -7.33 2.66
H -1.07 -5.98 0.59
H -1.25 -4.51 1.42
H -3.29 -6.58 1.11
H -3.49 -4.74 1.29
H -1.46 -6.27 4.91
H -1.46 -4.76 4.24
C 1.24 -2.70 4.23
C 2.22 -2.44 5.40
C 1.37 -2.33 6.69
S -0.38 -2.09 6.13
O -0.97 -0.87 6.77
O -1.03 -3.40 6.38
C -0.04 -1.79 4.39
H 1.00 -3.76 4.31
H 1.69 -2.72 3.23
H 2.83 -1.55 5.25
H 3.14 -3.02 5.40
H 1.66 -1.43 7.23
H 1.36 -3.11 7.44
H 0.19 -0.73 4.27
H -0.94 -1.99 3.80
C -3.24 2.09 -1.94
C -4.60 1.53 -2.33
C -5.30 1.05 -1.00
S -4.32 1.64 0.43
O -3.42 0.61 0.95
O -5.13 2.42 1.37
C -3.36 2.86 -0.66
H -2.79 2.68 -2.74
H -2.49 1.32 -1.75
H -4.54 0.72 -3.05
H -5.35 2.23 -2.71
H -5.29 -0.04 -0.95
H -6.36 1.29 -0.93
H -2.39 3.11 -0.24
H -4.10 3.66 -0.73
C -0.83 1.18 -4.86
C -0.42 1.09 -6.40
C 0.68 0.02 -6.44
S 0.38 -1.15 -5.01
O 1.54 -1.05 -4.08
O -0.16 -2.40 -5.56
C -0.96 -0.18 -4.31
H -1.75 1.74 -4.67
H -0.15 1.67 -4.17
H -0.06 2.05 -6.77
H -1.37 0.82 -6.86
H 1.61 0.53 -6.18
H 0.77 -0.54 -7.38
H -0.99 -0.27 -3.23
H -1.85 -0.78 -4.49
C 0.42 -2.21 -0.56
C -0.25 -1.60 0.70
C -0.30 -0.15 0.47
S 1.34 0.34 -0.13
O 2.19 0.53 1.04
O 1.37 1.27 -1.25
C 1.69 -1.35 -0.80
H -0.34 -2.30 -1.34
H 0.82 -3.16 -0.22
H 0.39 -1.65 1.58
H -1.22 -1.97 1.02
H -0.54 0.47 1.34
H -1.02 0.00 -0.35
H 2.55 -1.71 -0.24
H 1.98 -1.16 -1.83
Cl 5.45 -2.72 2.65
C 4.93 -3.57 1.20
C 4.81 -5.00 1.46
Cl 3.25 -5.45 2.26
H 5.72 -3.35 0.49
H 3.98 -3.16 0.86
H 5.67 -5.45 1.96
H 4.77 -5.44 0.47
Cl 5.85 0.72 3.90
C 4.60 0.86 2.59
C 5.08 1.88 1.55
Cl 4.79 3.48 2.26
H 3.68 1.13 3.11
H 4.50 -0.08 2.05
H 4.40 1.66 0.73
H 6.14 1.71 1.38

Atom charges from the Löwdin analysis, given in e for atoms 1 to 99: atom 1 (C): -0.239, atom 2 (C): -0.198, atom 3 (C): -0.166, atom 4 (S): 0.713, atom 5 (O): -0.353, atom 6 (O): -0.321, atom 7 (C): -0.184, atom 8 (H): 0.118, atom 9 (H): 0.116, atom 10 (H): 0.119, atom 11 (H): 0.120, atom 12 (H): 0.097, atom 13 (H): 0.106, atom 14 (H): 0.078, atom 15 (H): 0.109, atom 16 (C): -0.176, atom 17 (C): -0.216, atom 18 (C): -0.155, atom 19 (S): 0.669, atom 20 (O): -0.338, atom 21 (O): -0.345, atom 22 (C): -0.204, atom 23 (H): 0.122, atom 24 (H): 0.114, atom 25 (H): 0.119, atom 26 (H): 0.113, atom 27 (H): 0.102, atom 28 (H): 0.097, atom 29 (H): 0.095, atom 30 (H): 0.081, atom 31 (C): -0.219, atom 32 (C): -0.185, atom 33 (C): -0.189, atom 34 (S): 0.774, atom 35 (O): -0.379, atom 36 (O): -0.337, atom 37 (C): -0.205, atom 38 (H): 0.124, atom 39 (H): 0.087, atom 40 (H): 0.118, atom 41 (H): 0.127, atom 42 (H): 0.065, atom 43 (H): 0.071, atom 44 (H): 0.108, atom 45 (H): 0.088, atom 46 (C): -0.197, atom 47 (C): -0.178, atom 48 (C): -0.158, atom 49 (S): 0.874, atom 50 (O): -0.141, atom 51 (O): -0.231, atom 52 (C): -0.085, atom 53 (H): 0.106, atom 54 (H): 0.102, atom 55 (H): 0.094, atom 56 (H): 0.116, atom 57 (H): 0.091, atom 58 (H): 0.110, atom 59 (H): 0.132, atom 60 (H): 0.122, atom 61 (C): -0.242, atom 62 (C): -0.251, atom 63 (C): -0.191, atom 64 (S): 0.707, atom 65 (O): -0.337, atom 66 (O): -0.321, atom 67 (C): -0.221, atom 68 (H): 0.093, atom 69 (H): 0.124, atom 70 (H): 0.121, atom 71 (H): 0.093, atom 72 (H): 0.107, atom 73 (H): 0.068, atom 74 (H): 0.119, atom 75 (H): 0.067, atom 76 (C): -0.217, atom 77 (C): -0.213, atom 78 (C): -0.188, atom 79 (S): 0.737, atom 80 (O): -0.369, atom 81 (O): -0.339, atom 82 (C): -0.202, atom 83 (H): 0.095, atom 84 (H): 0.083, atom 85 (H): 0.100, atom 86 (H): 0.110, atom 87 (H): 0.096, atom 88 (H): 0.103, atom 89 (H): 0.102, atom 90 (H): 0.101, atom 91 (C): -0.258, atom 92 (C): -0.175, atom 93 (C): -0.196, atom 94 (S): 0.729, atom 95 (O): -0.330, atom 96 (O): -0.343, atom 97 (C): -0.190, atom 98 (H): 0.107, atom 99 (H): 0.098